## w
20
Properties=species:S:1:pos:R:3:mulliken_charge:R:1 method="wB97M-V/def2-TZVPD" gap_ev=9.5 smiles=C[C@]12CNC[C@@H]1NC2 lumo_energy_ev=1.0057
C -0.40439 -0.92022 1.30833 -1.58
C -0.51093 -0.31507 -0.07916 1.22
C 0.42848 -1.13832 -1.06898 -0.79
N 1.64956 -0.74398 -0.34659 -0.37
C 1.66943 0.67769 0.07672 -0.72
C 0.17512 1.05067 -0.21295 -0.32
N -1.03391 1.67336 0.43671 -0.61
C -1.87596 0.58892 -0.07403 -0.79
H -1.06304 -1.80561 1.33875 0.38
H -0.87354 -0.35400 2.21741 0.31
H 0.59816 -1.36000 1.50172 0.38
H 0.46928 -0.80412 -2.10292 0.33
H 0.32669 -2.20970 -1.04869 0.34
H 2.45928 -1.11108 -0.85661 0.29
H 1.80368 0.88192 1.15567 0.28
H 2.54584 1.18941 -0.49638 0.33
H 0.04699 1.15923 -1.27258 0.41
H -1.19493 2.55165 -0.05406 0.28
H -2.69247 0.25280 0.51886 0.34
H -2.52333 0.73646 -0.94123 0.29

***

## x
20
Properties=species:S:1:pos:R:3:mulliken_charge:R:1 method="wB97M-V/def2-TZVPD" gap_ev=9.5 smiles=Cc1c[nH]cn1.CC lumo_energy_ev=0.9093
C -0.93772 1.31500 -1.39015 -1.25
C -0.01675 1.52541 -0.20718 0.79
C 1.32583 1.79350 -0.35684 -0.46
N 1.82832 1.80509 0.92072 -0.05
C 0.83193 1.43603 1.75980 -0.31
N -0.30693 1.29036 1.09932 -0.59
H -0.80455 0.33648 -1.83157 0.23
H -0.51032 2.01680 -2.11042 0.39
H -1.97131 1.50462 -1.17031 0.32
H 1.94560 1.65569 -1.22666 0.36
H 2.79742 1.89404 1.17745 0.18
H 0.78337 1.68853 2.81118 0.37
C 0.02308 -2.66727 -0.05894 -0.92
C -1.23613 -1.85485 0.17063 -0.67
H 0.56679 -2.81940 0.88143 0.26
H -0.21559 -3.72364 -0.21946 0.34
H 0.61382 -2.36719 -0.90566 0.29
H -1.93770 -2.42398 0.76284 0.36
H -1.67195 -1.51357 -0.77034 0.18
H -1.10722 -0.89165 0.66414 0.17

***

Which of them is the least stable? Correct choice: w.

***

## w
10
Properties=species:S:1:pos:R:3:mulliken_charge:R:1 method="wB97M-V/def2-TZVPD" gap_ev=10.0 smiles="C=C=N.C#C" lumo_energy_ev=1.0415
C -0.06307 1.48754 -0.99315 -0.83
C 0.92936 0.66491 -0.84854 0.60
N 1.83603 -0.00375 -0.36690 -0.42
H -0.08432 2.43372 -1.62999 0.25
H -1.09179 1.09054 -0.71887 0.11
H 2.25365 -0.80792 -0.81977 0.28
C -0.18426 -1.85123 1.54475 -0.30
C -1.02233 -0.93360 1.41165 -0.45
H 0.63935 -2.54206 1.57747 0.36
H -1.84098 -0.24231 1.38217 0.39

***

## x
10
Properties=species:S:1:pos:R:3:mulliken_charge:R:1 method="wB97M-V/def2-TZVPD" gap_ev=10.3 smiles=C#C[C@H]1CN1 lumo_energy_ev=1.0660
C 2.17259 -0.10409 0.36014 -0.21
C 1.06870 -0.56387 0.18431 -0.35
C -0.38016 -0.59719 0.32471 0.00
C -0.92291 0.69637 -0.14072 -0.42
N -1.46779 -0.55532 -0.65274 -0.55
H 3.14767 0.29944 0.52707 0.38
H -0.75115 -0.97690 1.27049 0.35
H -0.28504 1.20740 -0.85843 0.27
H -1.44083 1.30705 0.58546 0.24
H -1.14108 -0.71288 -1.60029 0.28

***

## y
10
Properties=species:S:1:pos:R:3:mulliken_charge:R:1 method="wB97M-V/def2-TZVPD" gap_ev="6.9 / 9.9" lumo_energy_ev="-0.7649 / 0.0162"
C -1.00161 0.07023 1.78352 0.04
C -0.50441 0.21357 0.68769 -0.59
C 0.02626 0.38889 -0.71061 0.36
C 1.25276 -0.18875 -0.19064 -0.77
N -0.42357 -0.40780 -1.75871 -0.57
H -1.42707 -0.05793 2.75456 0.42
H 0.06796 1.48069 -0.86983 0.25
H 1.25784 -1.26693 -0.08271 0.33
H 2.16901 0.37272 -0.00450 0.27
H -1.41715 -0.60469 -1.60877 0.27

***

## z
10
Properties=species:S:1:pos:R:3:mulliken_charge:R:1 method="wB97M-V/def2-TZVPD" gap_ev=10.7 smiles="[H]/N=C/CC#C" lumo_energy_ev=0.5499
H 0.82451 1.59812 2.22790 0.24
N 0.35551 0.83442 1.78032 -0.55
C 0.96838 0.21250 0.81841 0.06
C 0.21721 -0.90217 0.20038 -0.40
C -0.83520 -0.24336 -1.16979 -0.63
C -1.65891 0.10874 -2.00489 0.03
H 1.80624 0.72214 0.13575 0.27
H 1.08309 -1.58757 -0.09887 0.27
H -0.56170 -1.33974 0.83451 0.26
H -2.19913 0.59692 -2.72372 0.44

***

Which of them is the least stable? Correct choice: y.

***

## w
10
Properties=species:S:1:pos:R:3:mulliken_charge:R:1 method="wB97M-V/def2-TZVPD" gap_ev="9.3 / 8.2" lumo_energy_ev="0.7365 / -0.0455"
C 0.15165 -0.45334 2.25278 -0.42
C 1.06595 -0.19630 1.32701 -0.23
C -0.36807 -0.15827 0.94682 0.48
C -0.41056 0.49433 -2.25027 -0.86
N -1.32369 -0.17131 0.24077 -0.51
H -0.02962 -0.83781 3.26241 0.30
H 2.05969 -0.26629 1.06060 0.37
H -1.02532 1.36851 -1.93710 0.29
H -0.75957 -0.38849 -2.81093 0.29
H 0.63954 0.60897 -2.09211 0.29

***

## x
10
Properties=species:S:1:pos:R:3:mulliken_charge:R:1 method="wB97M-V/def2-TZVPD" gap_ev=9.5 lumo_energy_ev=0.9560
C 2.23918 -0.33845 0.26841 0.29
C 1.03627 -0.38551 0.31473 -0.75
C -0.41735 -0.38945 0.44671 0.24
C -1.16860 0.87149 0.65353 -0.69
N -1.09277 -0.21320 -0.85448 -0.54
H 3.30732 -0.30958 0.22947 0.40
H -0.78453 -1.28432 0.95594 0.23
H -0.50299 1.68207 0.30811 0.23
H -2.06647 0.08491 -0.77090 0.33
H -0.55007 0.28202 -1.55151 0.28

***

Which of them is the least stable? Correct choice: w.

***

## w
10
Properties=species:S:1:pos:R:3:mulliken_charge:R:1 method="wB97M-V/def2-TZVPD" gap_ev=10.5 smiles=C#C[C@@H]1CN1 lumo_energy_ev=0.9840
C 0.33940 -0.19441 2.34728 0.25
C 0.19562 0.18707 1.22249 -0.72
C 0.25420 0.63091 -0.14144 -0.14
C -0.73488 -0.16294 -0.98007 -0.36
N 0.67847 -0.58267 -0.97076 -0.52
H 0.26653 -0.65548 3.29742 0.44
H 0.51277 1.69287 -0.34231 0.34
H -1.08912 0.19587 -1.97967 0.25
H -1.53438 -0.79838 -0.51135 0.21
H 1.11140 -0.31283 -1.94160 0.26

***

## x
10
Properties=species:S:1:pos:R:3:mulliken_charge:R:1 method="wB97M-V/def2-TZVPD" gap_ev=9.7 lumo_energy_ev=0.9147
C 2.04915 -0.60594 1.00499 0.18
C 0.92785 -0.31951 0.67895 -0.78
C -0.43559 0.02012 0.29848 -0.02
C -1.11587 0.91006 -1.18557 -0.43
N -0.83288 -0.47891 -1.03094 -0.41
H 3.04826 -0.86223 1.28498 0.40
H -1.18612 -0.20734 1.05504 0.35
H -0.37091 1.19293 0.13587 0.23
H -2.10971 1.03665 -0.70218 0.18
H 0.02582 -0.68584 -1.53961 0.30

***

## y
10
Properties=species:S:1:pos:R:3:mulliken_charge:R:1 method="wB97M-V/def2-TZVPD" gap_ev="8.7 / 8.7" lumo_energy_ev="-0.7482 / -0.7486"
C -1.01259 -0.45843 0.29203 -0.40
C 0.15143 -0.22197 0.29721 0.43
C 2.94462 0.54896 -0.12186 -0.17
C -2.41381 -0.24907 0.05432 -1.06
N 2.31566 -0.38613 0.34053 -0.20
H 4.02142 0.32064 -0.04710 0.28
H 2.41793 1.37164 -0.57202 0.28
H -2.94870 -1.22202 -0.26651 0.26
H -2.39290 0.33680 -0.83906 0.26
H -3.08307 -0.04044 0.86246 0.31

***

## z
10
Properties=species:S:1:pos:R:3:mulliken_charge:R:1 method="wB97M-V/def2-TZVPD" gap_ev=11.2 smiles="C=CCC#N" lumo_energy_ev=0.9085
C 2.16721 -0.22399 0.25789 -0.79
C 0.96614 -0.21918 -0.39343 0.01
C -0.09355 0.72776 -0.12470 -0.22
C -1.38752 0.17770 -0.02022 0.21
N -2.29693 -0.54429 0.23403 -0.41
H 2.38072 0.32094 1.26311 0.18
H 2.93545 -0.92064 0.00021 0.28
H 0.78734 -0.98454 -1.16863 0.29
H -0.17516 1.42472 -0.91322 0.22
H 0.23652 1.19583 0.86320 0.24

***

Which of them is the least stable? Correct choice: y.

***

## w
10
Properties=species:S:1:pos:R:3:mulliken_charge:R:1 method="wB97M-V/def2-TZVPD" gap_ev=10.1 smiles="C#C/N=C/C" lumo_energy_ev=0.7601
C 0.68521 2.62470 -1.11519 -0.47
C 0.58975 1.56287 -0.57007 0.22
N 0.62879 0.36963 0.00058 -0.47
C -0.41749 -0.32096 0.10044 0.03
C -0.32710 -1.69832 0.75617 -0.90
H 1.03828 3.63736 -1.37808 0.37
H -1.35020 0.00025 -0.22036 0.45
H -0.90154 -2.28991 -0.11827 0.23
H 0.76713 -2.06255 0.82028 0.23
H -0.71283 -1.82306 1.72449 0.31

***

## x
10
Properties=species:S:1:pos:R:3:mulliken_charge:R:1 method="wB97M-V/def2-TZVPD" gap_ev=10.9 smiles="C=C(C)C#N" lumo_energy_ev=0.6765
C -0.42258 1.42375 -0.03739 -0.82
C 0.11963 0.21185 -0.08525 0.59
C -0.61852 -1.15222 -0.02727 -0.88
C 1.60740 0.17021 -0.02107 0.12
N 2.72911 -0.07337 -0.02422 -0.39
H 0.24851 2.24778 -0.05272 0.30
H -1.49123 1.74594 0.13568 0.25
H -0.54223 -1.41103 1.21645 0.23
H 0.08935 -2.02400 -0.57642 0.28
H -1.71943 -1.13891 -0.52779 0.29

***

## y
10
Properties=species:S:1:pos:R:3:mulliken_charge:R:1 method="wB97M-V/def2-TZVPD" gap_ev=9.3 lumo_energy_ev=0.4299
H -2.29535 -0.95259 -1.35273 0.26
N -1.57057 -0.23564 -1.40021 -0.61
C -0.68118 -0.32873 -0.52783 0.31
C -0.07617 -0.87950 0.81339 -0.67
C 0.35533 0.36988 0.14611 0.33
C 1.18705 1.39185 0.12509 -0.69
H 0.16546 -1.80876 0.15200 0.18
H -0.18646 -1.19090 1.84393 0.35
H 2.02396 1.45510 0.80424 0.26
H 1.07792 2.17929 -0.60399 0.26

***

Which of them is the least stable? Correct choice: y.

***

## w
10
Properties=species:S:1:pos:R:3:mulliken_charge:R:1 method="wB97M-V/def2-TZVPD" gap_ev="10.4 / 10.4" lumo_energy_ev="0.7925 / 0.7923"
C -0.85927 1.78795 1.07244 -0.21
C 0.27016 -0.79149 -1.22387 -0.78
N -0.75749 0.56845 0.62813 -0.34
N 0.46475 0.47934 -0.68947 -0.13
F 1.71389 0.46163 0.02030 -0.21
H -1.70407 1.94020 1.68176 0.28
H -0.18942 2.57416 0.89017 0.31
H 0.83280 -0.98799 -2.05733 0.34
H 0.11240 -1.52671 -0.44109 0.36
H -0.69946 -0.70673 -1.55621 0.37

***

## x
10
Properties=species:S:1:pos:R:3:mulliken_charge:R:1 method="wB97M-V/def2-TZVPD" gap_ev=9.9 smiles="[H]/N=C(/N)CF" lumo_energy_ev=0.8412
H -0.19739 2.27038 0.35969 0.23
N 0.58128 1.49621 -0.07952 -0.73
C 0.22174 0.25792 -0.16494 0.49
N 1.33673 -0.55040 -0.12427 -0.50
C -1.13454 -0.47655 0.13704 -0.55
F -2.16623 0.35408 -0.21495 -0.27
H 2.09559 0.42045 0.05480 0.36
H 1.58073 -1.59367 -0.31992 0.21
H -1.08293 -0.99342 0.95258 0.45
H -1.23498 -1.18500 -0.60051 0.30

***

## y
10
Properties=species:S:1:pos:R:3:mulliken_charge:R:1 method="wB97M-V/def2-TZVPD" gap_ev=11.0 lumo_energy_ev=0.7533
C -0.73522 0.59467 0.01184 -1.24
C -0.29084 -0.84509 0.04197 -0.09
N 1.05207 -0.93252 -0.25346 0.06
N 2.02275 -0.26495 -0.23814 -0.06
F 1.89337 1.18228 0.13712 -0.30
H -0.44051 1.03493 0.87476 0.37
H -0.39542 1.27818 -0.75449 0.38
H -1.74668 0.78016 -0.11710 0.41
H -0.81901 -1.45546 -0.68072 0.23
H -0.54052 -1.37220 0.97821 0.23

***

## z
10
Properties=species:S:1:pos:R:3:mulliken_charge:R:1 method="wB97M-V/def2-TZVPD" gap_ev="10.0 / 9.7" lumo_energy_ev="-0.3903 / -0.1739"
C -1.27578 0.40934 -0.09859 -1.07
C 0.03753 -0.48424 0.24618 -0.20
N 0.88066 0.45299 0.71872 -0.31
N 2.43249 0.43581 0.00567 0.01
F 2.49415 -0.54389 -0.85250 -0.10
H -2.25077 -0.15595 -0.07010 0.29
H -1.42345 1.26630 0.55741 0.34
H -1.02569 0.68591 -1.01915 0.35
H 0.41296 -1.03319 -0.54644 0.41
H -0.28211 -1.03309 1.05881 0.27

***

Which of them is the least stable? Correct choice: z.

***

## w
17
Properties=species:S:1:pos:R:3:mulliken_charge:R:1 method="wB97M-V/def2-TZVPD" charge=-1 gap_ev=5.7 lumo_energy_ev=3.2170
C -0.68921 -1.54645 1.39848 -0.51
S -1.99947 -0.38429 1.80174 -0.12
C -0.95530 0.95640 2.39151 -0.53
H -1.07213 -2.36596 0.78408 0.31
H -0.08240 -1.87489 2.25117 0.30
H 0.09547 -1.09901 0.77651 -0.21
H -0.73143 0.80920 3.45458 0.25
H -0.13170 0.89781 1.68252 0.06
H -1.61372 1.82328 2.37956 0.25
C 1.00485 0.42351 -2.88021 -1.14
C 0.68719 0.27392 -1.43336 -0.17
S 2.04562 0.14874 -0.27239 -0.69
H 1.38584 -0.48404 -3.40148 0.28
H 1.68344 1.25806 -3.04193 0.29
H 0.14232 0.62266 -3.55780 0.34
H 0.11758 -0.61829 -1.18000 0.11
H 0.11305 1.15934 -1.15297 0.17

***

## x
17
Properties=species:S:1:pos:R:3:mulliken_charge:R:1 method="wB97M-V/def2-TZVPD" charge=-1 gap_ev=5.6 lumo_energy_ev=3.1814
C -0.98886 0.72096 -1.09821 -0.54
S -2.81068 0.66830 -1.46505 -0.16
C -2.80098 -0.84484 -2.51713 -0.86
H -0.81436 0.85135 -0.03179 0.18
H -0.54683 1.56662 -1.60999 0.28
H -0.59651 -0.27381 -1.26586 0.15
H -1.86931 -1.03791 -3.03450 0.31
H -2.93382 -1.72895 -1.90353 0.28
H -3.57226 -0.66183 -3.26116 0.30
C 2.81649 0.24682 2.37155 -1.09
C 1.43626 0.08445 1.69237 -0.46
S 1.60964 -1.04587 0.27396 -0.67
H 3.58307 0.59387 1.69470 0.33
H 3.00774 -0.73251 2.81161 0.24
H 2.63921 0.86867 3.25744 0.34
H 0.99370 1.10609 1.59445 0.22
H 0.84750 -0.38142 2.49112 0.15

***

## y
17
Properties=species:S:1:pos:R:3:mulliken_charge:R:1 method="wB97M-V/def2-TZVPD" charge=-1 gap_ev=6.4 lumo_energy_ev=3.6017
C 1.85673 2.84558 1.21772 -0.78
S 1.03901 1.58925 0.15485 -0.53
H 1.10828 3.52298 1.63863 0.20
H 2.46491 2.39442 2.00329 0.20
H 2.52078 3.44788 0.59188 0.20
C -1.91769 -1.01681 0.50097 -1.12
C -1.30454 -1.06611 -0.89669 -0.18
C 0.10659 -1.67393 -0.81744 -0.93
S 1.40955 -1.03809 -1.91344 -0.34
H -2.94689 -0.64884 0.50496 0.34
H -1.26130 -0.45818 1.16479 0.25
H -2.00128 -2.03780 0.89684 0.30
H -1.91432 -1.64058 -1.59932 0.32
H -1.21921 -0.06112 -1.31606 0.27
H 0.02297 -2.73691 -1.08544 0.37
H 0.52344 -1.64272 0.19093 0.40
H 1.51298 0.22095 -1.23647 0.03

***

Which of them is the least stable? Correct choice: x.